Entry 1:
{"formula": "C76H152O38S19", "method": "the ωB97M-V functional and the def2-TZVPD basis", "species": ["C", "C", "C", "S", "O", "O", "C", "H", "H", "H", "H", "H", "H", "H", "H", "C", "C", "C", "S", "O", "O", "C", "H", "H", "H", "H", "H", "H", "H", "H", "C", "C", "C", "S", "O", "O", "C", "H", "H", "H", "H", "H", "H", "H", "H", "C", "C", "C", "S", "O", "O", "C", "H", "H", "H", "H", "H", "H", "H", "H", "C", "C", "C", "S", "O", "O", "C", "H", "H", "H", "H", "H", "H", "H", "H", "C", "C", "C", "S", "O", "O", "C", "H", "H", "H", "H", "H", "H", "H", "H", "C", "C", "C", "S", "O", "O", "C", "H", "H", "H", "H", "H", "H", "H", "H", "C", "C", "C", "S", "O", "O", "C", "H", "H", "H", "H", "H", "H", "H", "H", "C", "C", "C", "S", "O", "O", "C", "H", "H", "H", "H", "H", "H", "H", "H", "C", "C", "C", "S", "O", "O", "C", "H", "H", "H", "H", "H", "H", "H", "H", "C", "C", "C", "S", "O", "O", "C", "H", "H", "H", "H", "H", "H", "H", "H", "C", "C", "C", "S", "O", "O", "C", "H", "H", "H", "H", "H", "H", "H", "H", "C", "C", "C", "S", "O", "O", "C", "H", "H", "H", "H", "H", "H", "H", "H", "C", "C", "C", "S", "O", "O", "C", "H", "H", "H", "H", "H", "H", "H", "H", "C", "C", "C", "S", "O", "O", "C", "H", "H", "H", "H", "H", "H", "H", "H", "C", "C", "C", "S", "O", "O", "C", "H", "H", "H", "H", "H", "H", "H", "H", "C", "C", "C", "S", "O", "O", "C", "H", "H", "H", "H", "H", "H", "H", "H", "C", "C", "C", "S", "O", "O", "C", "H", "H", "H", "H", "H", "H", "H", "H", "C", "C", "C", "S", "O", "O", "C", "H", "H", "H", "H", "H", "H", "H", "H"], "coordinates": [[-1.97525, -5.02271, 0.68225], [-1.20072, -6.26255, 0.07318], [-2.12607, -7.45285, -0.12250], [-3.66514, -6.98555, 0.81307], [-4.01104, -8.05673, 1.68381], [-4.64951, -6.45784, -0.14429], [-3.01552, -5.59168, 1.64542], [-2.42733, -4.39000, -0.08860], [-1.29856, -4.45786, 1.30285], [-0.44740, -6.59199, 0.77825], [-0.73129, -5.92554, -0.85383], [-1.75798, -8.36043, 0.37073], [-2.42957, -7.80266, -1.12674], [-2.56487, -5.89108, 2.59002], [-3.84289, -4.90023, 1.70166], [0.41943, -4.79346, -3.03790], [1.87417, -5.21279, -2.66636], [2.63500, -5.58944, -3.95810], [1.89904, -4.55283, -5.18980], [1.18114, -5.34958, -6.13627], [2.83137, -3.57151, -5.65894], [0.70190, -3.77340, -4.13263], [-0.17322, -4.36506, -2.19222], [-0.08218, -5.67477, -3.48047], [1.87484, -6.13297, -2.03566], [2.51290, -4.46271, -2.22838], [2.45317, -6.60328, -4.33302], [3.71245, -5.36251, -3.89409], [-0.15218, -3.64102, -4.77193], [1.05622, -2.76454, -3.88603], [7.07292, -2.12108, 4.52582], [5.78644, -1.36407, 4.95811], [5.34295, -1.86342, 6.28480], [6.74358, -2.51867, 7.17516], [6.54986, -3.94011, 7.32878], [7.04400, -1.62701, 8.30764], [7.94233, -2.18792, 5.75275], [7.60924, -1.63727, 3.72569], [6.73850, -3.09647, 4.15994], [4.97628, -1.46195, 4.22359], [6.03900, -0.31372, 5.01494], [4.71509, -2.76444, 6.20430], [4.90859, -1.12985, 6.94919], [8.68831, -2.97420, 5.67891], [8.32842, -1.21930, 6.04891], [5.80899, -1.94047, -0.23796], [6.90550, -1.21553, -0.98541], [6.47234, 0.28905, -1.19168], [5.26581, 0.62974, 0.10810], [3.95914, 0.91545, -0.47983], [5.84951, 1.53156, 1.09891], [5.31143, -1.00706, 0.83346], [6.13524, -2.84339, 0.23172], [4.97958, -2.16689, -0.88779], [7.06228, -1.64328, -1.96977], [7.80465, -1.33950, -0.40994], [5.85660, 0.47689, -2.07153], [7.30042, 1.00380, -1.15304], [4.34447, -1.22571, 1.24549], [6.08929, -0.90229, 1.58610], [-3.32384, -5.23185, -2.94526], [-2.76569, -4.73864, -4.26236], [-3.92196, -4.58598, -5.22211], [-5.21528, -3.88558, -4.23450], [-6.46586, -4.60754, -4.30756], [-5.12699, -2.47366, -4.39134], [-4.53022, -4.35113, -2.67355], [-2.59423, -5.29425, -2.12455], [-3.73406, -6.29183, -3.01190], [-2.04157, -5.44946, -4.65466], [-2.24678, -3.76172, -4.21120], [-4.32468, -5.55072, -5.53908], [-3.76410, -3.94677, -6.08902], [-5.26840, -4.89172, -2.10383], [-4.32388, -3.40919, -2.17668], [1.36154, 1.23491, -7.85666], [2.60666, 0.53584, -7.27434], [2.13733, -0.79198, -6.65913], [0.51157, -0.51292, -6.02473], [0.76283, -0.30531, -4.61581], [-0.47595, -1.46639, -6.54988], [0.29483, 1.07522, -6.76898], [1.03071, 0.70711, -8.73472], [1.48504, 2.27799, -8.17207], [2.97878, 1.16030, -6.43043], [3.42769, 0.42322, -7.95996], [2.71778, -1.10463, -5.81460], [2.08460, -1.65955, -7.30317], [0.40134, 1.71061, -5.89023], [-0.70954, 1.12474, -7.17084], [1.72435, 1.42702, 4.93133], [2.57381, 0.79210, 3.81275], [3.33046, 1.96728, 3.15095], [3.69197, 3.14776, 4.42180], [3.20736, 4.44493, 4.00936], [5.08659, 2.99280, 4.83971], [2.66865, 2.39758, 5.68386], [1.23877, 0.69245, 5.56226], [1.02514, 2.14188, 4.43261], [1.97116, 0.19633, 3.12369], [3.34803, 0.23527, 4.35939], [2.74184, 2.41242, 2.34175], [4.27525, 1.53824, 2.79179], [2.13133, 3.22037, 6.23746], [3.39489, 1.99977, 6.36869], [0.19417, 7.35848, -5.91134], [1.54634, 7.74649, -5.33150], [1.44839, 7.76504, -3.82657], [0.13794, 6.59066, -3.38705], [-0.90469, 7.47979, -2.91935], [0.57670, 5.46488, -2.57481], [-0.26148, 6.16100, -5.12169], [0.24373, 7.05067, -6.92716], [-0.53255, 8.16290, -5.75777], [1.92333, 8.68028, -5.69304], [2.24838, 6.92801, -5.55447], [1.09398, 8.67636, -3.39070], [2.36303, 7.50809, -3.30130], [-1.34074, 5.93981, -5.18474], [0.29692, 5.24792, -5.36044], [-6.58555, -2.02427, -0.10576], [-6.25733, -1.06724, -1.24308], [-5.14756, -0.16223, -0.80647], [-4.02040, -1.26544, 0.03928], [-3.50290, -0.64029, 1.23701], [-3.14519, -1.78884, -0.99853], [-5.28906, -2.54192, 0.47060], [-7.05437, -2.89317, -0.57047], [-7.27237, -1.66003, 0.65109], [-7.09650, -0.51773, -1.55020], [-5.89722, -1.63824, -2.14712], [-5.49597, 0.53639, -0.07986], [-4.54488, 0.41102, -1.49428], [-5.24257, -2.88966, 1.49016], [-4.91028, -3.41920, -0.04535], [5.23174, 4.98259, 0.72704], [3.77219, 4.59722, 0.54929], [3.14170, 5.86391, -0.13801], [4.40546, 6.33994, -1.35002], [4.76766, 7.74058, -1.26547], [3.97554, 5.80102, -2.64316], [5.71565, 5.29497, -0.66665], [5.93292, 4.26422, 1.18116], [5.22606, 5.88807, 1.33106], [3.19854, 4.36455, 1.43290], [3.67862, 3.81200, -0.18527], [3.04805, 6.74714, 0.48317], [2.21795, 5.65270, -0.69938], [6.63742, 5.88843, -0.74161], [5.69261, 4.52771, -1.40585], [2.47435, -6.12704, 1.28103], [3.20465, -7.41401, 1.69079], [4.05701, -7.04209, 2.86879], [4.76389, -5.44177, 2.34891], [5.96991, -5.66015, 1.67014], [4.74135, -4.57659, 3.52582], [3.47677, -5.04980, 1.19768], [1.77950, -5.89604, 2.06323], [1.87442, -6.26963, 0.34666], [3.83148, -7.88761, 0.96219], [2.46151, -8.12273, 2.07365], [4.88246, -7.73523, 3.04154], [3.56357, -6.74142, 3.79300], [4.00717, -4.89523, 0.27226], [3.17016, -4.08881, 1.54956], [-0.10626, -3.51413, 4.52997], [1.25184, -3.30311, 3.84673], [2.37033, -3.51751, 4.87810], [1.67010, -2.70637, 6.31937], [2.20965, -1.38177, 6.39614], [1.71649, -3.70533, 7.35890], [-0.01727, -2.57538, 5.75498], [-0.22263, -4.53282, 4.91236], [-0.98503, -3.30455, 3.93198], [1.41219, -2.29761, 3.45665], [1.40110, -4.00325, 3.01537], [3.24994, -2.90435, 4.74878], [2.56691, -4.52004, 5.20766], [-0.18446, -1.49497, 5.61612], [-0.69882, -2.86945, 6.56433], [-5.95183, -1.52136, 5.83813], [-5.82503, -2.61910, 6.90906], [-5.67452, -3.85551, 6.05558], [-4.47368, -3.42772, 4.75005], [-4.98129, -3.79352, 3.45044], [-3.14716, -3.85042, 5.18995], [-4.70569, -1.65351, 4.97253], [-5.96214, -0.49294, 6.26366], [-6.85954, -1.62310, 5.20975], [-6.72455, -2.75040, 7.53969], [-4.98259, -2.41106, 7.57397], [-6.59873, -4.08432, 5.51866], [-5.21667, -4.72563, 6.55666], [-4.66007, -1.23854, 3.99467], [-3.80066, -1.25144, 5.42339], [-2.41984, 1.23926, -3.31265], [-3.08690, 0.07642, -4.10050], [-4.54225, 0.42012, -4.41834], [-4.71422, 2.22495, -4.27238], [-5.42141, 2.40941, -3.03754], [-5.11339, 2.83892, -5.52294], [-2.95716, 2.54202, -3.93749], [-1.31145, 1.24373, -3.35844], [-2.64395, 1.11744, -2.24436], [-3.13661, -0.87180, -3.57021], [-2.42649, -0.12991, -4.93578], [-5.26986, -0.01574, -3.70650], [-4.91306, 0.23596, -5.42417], [-2.87351, 3.36843, -3.24588], [-2.52295, 2.68731, -4.92466], [1.82550, 2.89329, -3.88627], [2.52872, 3.94469, -4.81083], [4.03199, 3.67049, -4.80277], [4.38211, 2.44254, -3.54595], [5.59683, 2.77896, -2.79986], [4.28802, 1.14810, -4.23237], [2.76605, 2.73468, -2.69456], [1.74226, 1.88905, -4.34482], [0.80488, 3.16345, -3.57392], [2.41016, 4.94668, -4.40556], [2.19975, 3.82367, -5.82442], [4.56880, 4.59836, -4.57314], [4.44567, 3.30980, -5.73753], [2.95051, 3.60667, -2.08541], [2.56096, 1.86696, -2.07587], [-5.64834, 2.80184, 5.03660], [-4.40124, 1.97245, 4.62327], [-4.42282, 1.82804, 3.10998], [-6.12532, 1.51156, 2.71692], [-6.33834, 0.05518, 2.64459], [-6.54754, 2.37242, 1.68668], [-6.78485, 2.05880, 4.28469], [-5.59060, 3.83435, 4.60094], [-5.77693, 2.87844, 6.11195], [-4.56600, 0.99701, 5.08710], [-3.49012, 2.42447, 4.98954], [-3.86172, 0.93868, 2.80234], [-4.19105, 2.73383, 2.59203], [-7.11210, 1.14175, 4.75094], [-7.57792, 2.74545, 4.08262], [0.67449, 6.06122, 2.49963], [-0.18648, 6.23238, 1.21740], [-0.28265, 4.84558, 0.63988], [-0.47167, 3.77784, 2.09471], [0.49194, 2.70487, 2.10450], [-1.86938, 3.41513, 2.18775], [-0.02222, 5.00877, 3.32305], [0.69224, 7.02355, 3.00510], [1.68542, 5.73317, 2.27585], [0.05100, 6.91904, 0.42411], [-1.16462, 6.50584, 1.59710], [0.52018, 4.39237, 0.08582], [-1.27204, 4.69405, 0.22800], [0.66048, 4.47330, 3.97064], [-0.93435, 5.29606, 3.88722], [-5.34804, 5.73170, -2.18807], [-6.04379, 4.91367, -1.10451], [-4.91795, 4.79515, 0.00585], [-4.28268, 6.48240, 0.08488], [-2.83183, 6.52567, -0.04819], [-4.96562, 7.15152, 1.16706], [-4.94428, 7.02308, -1.48112], [-6.07222, 6.09999, -2.94264], [-4.53180, 5.16602, -2.59802], [-6.34890, 3.90539, -1.40779], [-6.86957, 5.46972, -0.65671], [-4.12091, 4.10000, -0.24249], [-5.26951, 4.53318, 1.01213], [-4.20477, 7.65927, -1.93667], [-5.74308, 7.73858, -1.29768], [-0.01358, -0.36534, -1.60038], [-0.32892, 0.61960, -0.48671], [-0.27381, -0.27179, 0.77367], [0.87210, -1.69760, 0.44322], [0.02698, -2.86271, 0.31455], [2.02692, -1.60429, 1.33956], [1.26153, -1.11412, -1.19863], [0.18509, 0.11488, -2.54727], [-0.83080, -1.04917, -1.76755], [-1.32977, 1.02598, -0.53480], [0.39020, 1.42637, -0.38977], [-1.22338, -0.78619, 0.92818], [0.06609, 0.21968, 1.67517], [1.49338, -1.99194, -1.82386], [2.13583, -0.51586, -1.08338]], "mulliken_charge": [1.407, 0.557, -1.101, 1.141, -0.786, -0.581, -0.030, -0.398, -0.498, 0.467, -0.910, 0.463, 0.395, 0.500, -0.463, 0.576, -0.046, -1.055, 1.301, -0.737, -0.667, -0.094, -0.910, 0.817, 0.347, -0.115, 0.420, 0.453, 0.413, -0.535, -0.340, 0.994, -0.325, 1.186, -0.646, -0.711, -1.140, 0.384, 0.047, -1.065, 0.448, -0.222, 0.520, 0.495, 0.435, -0.045, -1.165, -0.386, 1.143, 0.055, -0.899, 0.206, 0.520, -0.081, 0.466, 0.287, -0.161, 0.475, -0.709, 0.222, 1.337, 0.381, -1.336, 1.066, -0.777, -0.524, 0.290, -1.588, 0.480, 0.704, -0.714, 0.430, 0.547, 0.833, -1.340, -1.009, 0.134, -1.120, 1.482, -0.524, -0.910, -0.209, 0.401, 0.422, -0.392, 0.518, 0.350, 0.550, -0.145, 0.574, -0.110, 0.944, 0.853, 1.336, -0.631, -0.789, -1.231, 0.323, -0.319, -0.559, -0.235, -0.609, 0.127, 0.463, 0.518, -0.930, -0.413, -0.592, 0.953, -0.777, 0.008, -0.181, 0.441, 0.304, 0.468, 0.116, 0.565, -0.166, 0.646, -0.266, -1.235, -0.131, -0.197, 1.266, -0.722, 0.028, 0.718, 0.533, 0.274, 0.938, -0.462, -0.061, -0.542, -0.097, -0.615, -0.978, 2.582, -0.381, 1.129, -0.829, -0.542, -0.445, 0.435, 0.468, -1.535, -0.490, 0.779, -0.537, 0.497, 0.099, 0.652, -1.129, -0.831, 0.888, -0.708, -0.345, 0.839, -0.069, -0.366, 0.371, 0.388, 0.466, 0.301, 0.539, -0.803, -0.672, 2.175, 0.159, 1.254, -0.502, -0.802, -0.824, 0.383, 0.280, -0.883, -1.057, -1.026, 0.644, 0.138, 0.632, -0.276, -0.601, -0.964, 1.274, -0.804, -0.648, 0.027, 0.308, 0.212, 0.345, 0.306, 0.381, 0.436, -0.568, 0.553, 2.325, 0.116, -0.831, 1.175, -0.433, -0.794, -1.212, -0.697, -1.005, -0.750, 0.760, -0.075, 0.704, 0.577, 0.393, 0.858, 0.221, -1.782, 1.086, -0.850, -0.667, 0.756, -0.882, 0.456, -0.906, 0.771, 0.642, 0.606, -1.113, 0.169, -0.802, -0.176, 0.770, 1.334, -0.705, -0.683, -0.974, 0.311, 0.462, -0.366, 0.443, -0.542, 0.088, 0.261, 0.595, -0.243, -0.630, 0.410, 0.483, -0.481, -0.295, -0.538, 0.688, -0.352, 0.467, 0.348, -0.417, -0.036, -0.117, 0.451, -0.006, -0.686, -0.035, 1.055, -0.404, -0.758, -0.924, 0.393, -0.170, 0.174, 0.487, 0.026, 0.059, 0.391, 0.386, 1.488, 0.043, 0.417, -0.278, 0.448, 0.308, -0.336, -0.411, -0.240, 0.357, -0.347, -0.664, -0.092, 0.065, -0.623], "e_homo_ev": -9.7, "homo_lumo_gap_ev": 9.57, "e_above_lowest_kcal_mol": 0.0, "molar_mass_da": 2283.29}

***

Entry 2:
{"formula": "C21H21ClN4O2PdS", "method": "the ωB97M-V functional and the def2-TZVPD basis", "species": ["Pd", "N", "C", "C", "C", "C", "C", "C", "N", "C", "C", "C", "S", "C", "N", "H", "H", "H", "H", "H", "H", "H", "C", "N", "C", "C", "C", "C", "C", "C", "C", "C", "H", "H", "H", "H", "H", "H", "H", "H", "H", "H", "H", "H", "Cl", "C", "C", "O", "O", "H", "H"], "coordinates": [[0.53885, 0.10043, 0.54081], [1.72869, -0.61900, -3.34627], [0.57555, -0.08291, -3.86093], [0.11018, 0.02923, -5.16284], [-1.13858, 0.59545, -5.33029], [-1.90079, 0.99681, -4.22738], [-1.42456, 0.90028, -2.93378], [-0.13649, 0.39929, -2.74827], [0.61863, 0.20905, -1.60577], [1.69529, -0.45134, -1.99172], [2.70306, -1.01778, -1.12363], [3.73090, -1.82139, -1.53304], [4.67345, -2.31025, -0.18636], [3.62390, -1.40457, 0.83529], [2.64958, -0.79882, 0.23832], [2.45158, -1.08401, -3.86450], [0.69502, -0.32096, -6.00395], [-1.54040, 0.71042, -6.32803], [-2.89698, 1.38560, -4.39231], [-2.04688, 1.15462, -2.08915], [3.96995, -2.17020, -2.52402], [3.82555, -1.36086, 1.89365], [1.59402, 1.26361, 2.93356], [0.65283, 0.15639, 2.73095], [1.10476, -1.01138, 3.49077], [-0.69362, 0.53887, 3.20409], [-1.35234, 1.50476, 2.25499], [-2.37038, 2.34632, 2.69396], [-2.93212, 3.27102, 1.82678], [-2.44393, 3.38212, 0.53484], [-1.44689, 2.51863, 0.08923], [-0.92446, 1.53429, 0.92242], [1.74133, 1.46102, 4.00455], [1.21712, 2.17256, 2.46727], [2.56219, 1.01464, 2.49576], [1.12484, -0.78555, 4.56553], [2.10646, -1.29814, 3.18375], [0.42170, -1.83676, 3.30834], [-0.62501, 0.95561, 4.21902], [-1.28297, -0.37360, 3.24030], [-2.71656, 2.27702, 3.72103], [-3.73248, 3.91614, 2.16808], [-2.83891, 4.14347, -0.12937], [-1.06594, 2.64012, -0.91759], [-0.77656, -5.08677, 0.19222], [-1.87508, -3.68415, 0.08540], [-1.21341, -2.49060, 0.79644], [-1.38033, -2.38598, 2.01021], [-0.52082, -1.75686, 0.02046], [-2.79419, -3.95052, 0.59683], [-2.04476, -3.47538, -0.96565]], "lowdin_spin": [1.301, 0.001, 0.003, 0.001, 0.000, 0.000, 0.001, 0.007, 0.071, 0.004, 0.002, -0.001, 0.008, 0.011, 0.020, 0.000, 0.000, 0.000, 0.000, 0.000, 0.000, 0.001, 0.022, 0.095, 0.008, 0.006, 0.027, 0.007, -0.004, 0.009, 0.035, 0.202, 0.004, 0.007, 0.003, 0.005, 0.000, 0.000, 0.002, 0.000, 0.002, 0.000, 0.002, 0.005, 0.000, 0.009, 0.009, -0.002, 0.117, 0.001, 0.000], "e_homo_ev": [-6.2, -7.9], "homo_lumo_gap_ev": [5.76, 7.49], "e_above_lowest_kcal_mol": 0.0, "spin_multiplicity": 3, "molar_mass_da": 535.37}